A structure of composition C3H5O4Sr. Source: the Open Molecules 2025 dataset; level of theory: ωB97M-V with the def2-TZVPD basis set.

The total energy is -12217.322 eV. The frontier orbital gap (spin up / spin down) comes out at 5.322 / 9.984 eV. The calculation puts the LUMO energy (spin up / spin down) at 0.06 / -0.04 eV.

Structure (ORCA input):
```
! RIJCOSX wB97M-V def2-TZVPD def2/J DEFGRID3
* xyz 0 2
Sr -0.53 -3.94 0.65
O -0.46 -1.76 -0.71
O -1.32 0.17 0.16
O -0.88 -1.60 1.45
O 1.58 -0.03 0.04
C -0.48 1.17 -0.46
C -0.82 -1.05 0.31
C 0.91 1.20 0.16
H 0.81 1.48 1.22
H 1.12 -0.69 -0.64
H 1.50 1.97 -0.37
H -1.00 2.11 -0.27
H -0.42 0.96 -1.54
*
```

Atomic partial charges in e from the natural (NBO) method, atoms 1 to 2: Sr 0.997; O -0.915